1.
C22H19ClN2O5RhSeSi | wB97M-V/def2-TZVPD

CARTESIAN COORDINATES (ANGSTROEM)
Rh (-2.06, 0.78, 0.70)
O (1.91, -4.03, 0.55)
C (1.09, -3.15, 0.50)
C (-0.36, -3.23, 0.95)
O (-0.90, -4.22, 1.51)
C (-0.89, -1.92, 0.72)
C (0.18, -1.00, 0.22)
O (-0.06, 0.26, 0.15)
C (1.40, -1.69, 0.05)
O (2.52, -1.26, -0.28)
O (-2.04, -1.44, 0.96)
C (-1.39, -1.74, 3.93)
N (-0.10, -1.20, 3.54)
C (1.05, -1.95, 3.42)
C (2.01, -1.13, 2.95)
N (1.45, 0.11, 2.79)
C (2.10, 1.26, 2.18)
C (0.15, 0.06, 3.14)
Se (-1.08, 1.47, 3.01)
H (-1.49, -2.73, 3.49)
H (-2.17, -1.10, 3.54)
H (-1.46, -1.79, 5.02)
H (1.05, -3.01, 3.62)
H (3.03, -1.34, 2.65)
H (3.03, 0.91, 1.75)
H (2.28, 2.03, 2.94)
H (1.46, 1.66, 1.40)
Cl (-4.15, 1.69, 0.77)
C (1.48, 4.82, -1.80)
C (1.93, 3.53, -1.57)
C (1.04, 2.47, -1.49)
C (-0.34, 2.68, -1.65)
C (-0.78, 3.99, -1.88)
C (0.12, 5.05, -1.95)
Si (-1.66, 1.35, -1.54)
C (-1.26, -0.24, -2.44)
C (-2.18, -1.30, -2.34)
C (-1.88, -2.55, -2.86)
C (-0.66, -2.76, -3.48)
C (0.25, -1.72, -3.60)
C (-0.05, -0.47, -3.08)
H (2.18, 5.65, -1.85)
H (2.99, 3.34, -1.46)
H (1.41, 1.48, -1.29)
H (-1.84, 4.18, -2.00)
H (-0.25, 6.06, -2.12)
H (-2.87, 1.96, -2.13)
H (-3.12, -1.15, -1.82)
H (-2.59, -3.36, -2.75)
H (-0.41, -3.75, -3.87)
H (1.21, -1.89, -4.07)
H (0.69, 0.32, -3.15)

Properties
* lowest unoccupied orbital energy (alpha / beta): 0.092 / 0.045 hartree
* HOMO level (alpha / beta): -3.19 / -5.33 eV
* multiplicity: 5
* net charge: -1
* orbital gap (alpha / beta): 5.692 / 6.555 eV
* expectation value of S²: 6.03


2.
C22H19F6N4NaO4 | wB97M-V/def2-TZVPD

CARTESIAN COORDINATES (ANGSTROEM)
Na (-1.40, 0.33, -0.05)
O (2.60, -1.27, -2.68)
C (3.53, -0.73, -1.98)
C (4.89, -1.18, -2.07)
C (5.90, -0.61, -1.33)
C (5.63, 0.44, -0.44)
C (4.33, 0.89, -0.32)
C (3.28, 0.33, -1.05)
C (1.89, 0.81, -0.86)
O (0.94, 0.13, -1.49)
N (1.67, 1.81, -0.09)
N (0.32, 2.12, 0.07)
C (0.14, 3.24, 0.67)
C (-1.13, 3.86, 1.00)
C (-1.07, 5.02, 1.78)
C (-2.19, 5.71, 2.20)
C (-3.45, 5.20, 1.83)
C (-3.56, 4.08, 1.06)
C (-2.41, 3.33, 0.58)
O (-2.56, 2.32, -0.15)
H (1.43, -0.56, -2.07)
H (5.09, -2.00, -2.76)
H (6.91, -0.99, -1.43)
H (6.43, 0.89, 0.14)
H (4.08, 1.70, 0.35)
H (1.03, 3.80, 0.98)
H (-0.08, 5.38, 2.06)
H (-2.10, 6.60, 2.81)
H (-4.35, 5.71, 2.15)
H (-4.53, 3.69, 0.77)
C (-3.02, -3.46, -1.91)
C (-3.51, -2.33, -0.97)
O (-2.55, -1.53, -0.57)
C (-4.18, -3.02, 0.26)
F (-5.19, -3.88, -0.04)
F (-4.68, -2.16, 1.15)
F (-3.26, -3.76, 0.92)
C (-4.62, -1.55, -1.74)
F (-5.64, -2.34, -2.21)
F (-5.20, -0.59, -1.01)
F (-4.09, -0.96, -2.83)
H (-2.25, -4.02, -1.38)
H (-2.57, -2.99, -2.78)
H (-3.81, -4.15, -2.23)
C (3.61, -1.94, 1.55)
N (2.17, -1.89, 1.41)
C (1.36, -2.87, 0.86)
C (0.10, -2.36, 0.88)
N (0.11, -1.09, 1.41)
C (1.36, -0.85, 1.71)
H (3.89, -2.82, 2.13)
H (3.94, -1.04, 2.07)
H (4.09, -1.95, 0.57)
H (1.77, -3.79, 0.50)
H (-0.82, -2.78, 0.49)
H (1.75, 0.07, 2.11)

Properties
* lowest unoccupied orbital energy: 0.153 hartree
* HOMO level: -1.47 eV
* net charge: -2
* orbital gap: 5.640 eV
* energy above the lowest of the compared OMol25 structures with the same formula, charge and spin: 0.0 kJ/mol


3.
C22H19IrN6S | wB97M-V/def2-TZVPD

CARTESIAN COORDINATES (ANGSTROEM)
Ir (-0.19, -0.11, -0.08)
C (4.13, -0.40, -0.04)
C (2.78, -0.73, -0.05)
N (1.81, 0.19, -0.10)
C (2.15, 1.50, -0.14)
C (3.50, 1.91, -0.14)
C (4.50, 0.92, -0.09)
C (3.78, 3.29, -0.20)
C (2.76, 4.20, -0.25)
C (1.43, 3.80, -0.25)
C (1.08, 2.45, -0.19)
N (-0.18, 1.86, -0.16)
C (-1.44, 2.45, -0.21)
C (-1.79, 3.80, -0.29)
C (-3.11, 4.21, -0.32)
C (-4.15, 3.30, -0.27)
C (-3.86, 1.92, -0.20)
C (-4.87, 0.94, -0.15)
C (-4.50, -0.38, -0.09)
C (-3.16, -0.72, -0.07)
N (-2.18, 0.19, -0.12)
C (-2.52, 1.51, -0.17)
H (4.87, -1.19, 0.01)
H (2.46, -1.76, 0.00)
H (5.54, 1.22, -0.09)
H (4.82, 3.62, -0.20)
H (2.98, 5.26, -0.30)
H (0.68, 4.57, -0.28)
H (-1.04, 4.57, -0.32)
H (-3.33, 5.27, -0.38)
H (-5.18, 3.63, -0.29)
H (-5.91, 1.24, -0.18)
H (-5.25, -1.17, -0.04)
H (-2.84, -1.75, -0.01)
C (1.85, -5.07, 2.20)
C (0.36, -5.07, 1.82)
C (0.08, -4.08, 0.75)
N (0.07, -2.80, 0.89)
N (-0.17, -2.12, -0.27)
C (-0.33, -2.90, -1.33)
N (-0.56, -2.43, -2.56)
S (-0.22, -4.57, -0.92)
H (2.02, -5.81, 2.99)
H (2.15, -4.09, 2.58)
H (2.47, -5.34, 1.35)
H (-0.23, -4.81, 2.70)
H (0.06, -6.06, 1.49)
H (-0.63, -1.43, -2.70)
H (-0.67, -3.04, -3.35)

Properties
* lowest unoccupied orbital energy (alpha / beta): -0.319 / -0.318 hartree
* HOMO level (alpha / beta): -14.35 / -14.33 eV
* net charge: +2
* orbital gap (alpha / beta): 5.680 / 5.675 eV


4.
C22H19N3O2 | wB97M-V/def2-TZVPD

CARTESIAN COORDINATES (ANGSTROEM)
C (-1.33, -0.67, -1.61)
C (-1.72, -0.60, -0.17)
N (-0.92, -0.52, 0.82)
N (0.45, -0.61, 0.65)
C (1.07, -1.63, 0.00)
O (0.46, -2.53, -0.55)
C (2.55, -1.59, 0.07)
C (3.30, -2.44, -0.73)
C (4.68, -2.47, -0.63)
C (5.31, -1.67, 0.31)
C (4.58, -0.82, 1.11)
C (3.19, -0.76, 1.00)
N (2.43, 0.04, 1.81)
C (1.13, 0.47, 1.36)
C (1.15, 1.68, 0.43)
C (0.03, 2.50, 0.39)
C (-0.03, 3.57, -0.49)
C (1.04, 3.82, -1.34)
C (2.15, 3.00, -1.31)
C (2.21, 1.93, -0.43)
C (-3.15, -0.54, 0.19)
C (-3.53, 0.14, 1.35)
C (-4.85, 0.22, 1.74)
C (-5.83, -0.39, 0.98)
C (-5.47, -1.09, -0.16)
C (-4.15, -1.17, -0.57)
O (-3.81, -1.88, -1.68)
H (-1.16, -1.70, -1.89)
H (-2.10, -0.24, -2.24)
H (-0.39, -0.12, -1.75)
H (2.77, -3.07, -1.43)
H (5.25, -3.13, -1.26)
H (6.39, -1.70, 0.40)
H (5.08, -0.19, 1.84)
H (2.92, 0.71, 2.38)
H (0.51, 0.70, 2.24)
H (-0.80, 2.30, 1.05)
H (-0.90, 4.20, -0.52)
H (0.99, 4.64, -2.03)
H (2.98, 3.18, -1.97)
H (3.08, 1.29, -0.42)
H (-2.75, 0.60, 1.93)
H (-5.11, 0.77, 2.63)
H (-6.87, -0.34, 1.27)
H (-6.23, -1.58, -0.75)
H (-4.60, -2.31, -2.03)

Properties
* lowest unoccupied orbital energy: 0.024 hartree
* HOMO level: -7.99 eV
* net charge: 0
* orbital gap: 8.643 eV
* energy above the lowest of the compared OMol25 structures with the same formula, charge and spin: 157.9 kJ/mol


Computed electronic energy (eV) in order:
-125096.193; -57998.614; -45723.821; -31687.633